1.
{"formula": "C46H78BrF4N6O10PS", "method": "ωB97M-V/def2-TZVPD", "total_energy_ev": -179411.1470, "lumo_ev": -0.6, "homo_lumo_gap_ev": 7.5, "homo_energy_ev": -8.106, "smiles": "COCCCCCCCCCCCc1c(C)c(C[C@@H](O)C(F)(F)F)c(CCF)c2c1Nc1c(ccc(Br)c1CP(=O)(O)O)S2.CNC(C)=O.CNC(C)=O.CNC(C)=O.CNC(C)=O.CNC(C)=O", "elements": ["C", "O", "C", "C", "C", "C", "C", "C", "C", "C", "C", "C", "C", "C", "C", "C", "C", "C", "C", "O", "C", "F", "F", "F", "C", "C", "C", "F", "C", "C", "N", "C", "C", "C", "C", "C", "Br", "C", "C", "P", "O", "O", "O", "S", "H", "H", "H", "H", "H", "H", "H", "H", "H", "H", "H", "H", "H", "H", "H", "H", "H", "H", "H", "H", "H", "H", "H", "H", "H", "H", "H", "H", "H", "H", "H", "H", "H", "H", "H", "H", "H", "H", "H", "H", "H", "H", "H", "C", "N", "C", "C", "O", "H", "H", "H", "H", "H", "H", "H", "C", "N", "C", "C", "O", "H", "H", "H", "H", "H", "H", "H", "C", "N", "C", "C", "O", "H", "H", "H", "H", "H", "H", "H", "C", "N", "C", "C", "O", "H", "H", "H", "H", "H", "H", "H", "C", "N", "C", "C", "O", "H", "H", "H", "H", "H", "H", "H"], "xyz": [[8.884, 4.156, 2.066], [8.260, 4.012, 3.375], [6.861, 3.681, 3.197], [6.489, 2.143, 3.483], [7.694, 1.104, 3.263], [7.296, -0.114, 2.251], [8.119, -0.007, 0.847], [7.180, 0.740, -0.256], [6.075, -0.270, -0.907], [4.549, 0.151, -0.523], [4.282, 1.579, -1.226], [2.791, 2.143, -1.024], [2.433, 2.079, 0.573], [1.569, 3.358, 1.047], [2.277, 4.719, 1.338], [3.890, 4.761, 1.192], [1.566, 6.021, 1.778], [2.264, 7.413, 2.115], [3.275, 7.955, 0.992], [2.736, 7.897, -0.348], [3.651, 9.481, 1.422], [2.690, 10.381, 0.907], [4.979, 9.755, 1.007], [3.660, 9.625, 2.855], [0.002, 5.958, 1.942], [-0.906, 7.205, 2.375], [-1.070, 7.224, 3.975], [-0.110, 8.159, 4.510], [-0.725, 4.618, 1.675], [0.007, 3.295, 1.234], [-0.751, 2.058, 0.986], [-1.649, 1.694, 2.091], [-2.671, 2.738, 2.683], [-3.656, 2.408, 3.839], [-3.601, 0.958, 4.441], [-2.584, -0.102, 3.909], [-2.478, -1.927, 4.720], [-1.622, 0.254, 2.723], [-0.631, -0.898, 2.240], [-1.481, -2.334, 1.338], [-3.005, -2.260, 1.459], [-0.858, -3.776, 2.066], [-0.984, -2.401, -0.316], [-2.574, 4.430, 1.893], [8.386, 3.506, 1.253], [8.893, 5.247, 1.701], [9.958, 3.742, 2.165], [6.493, 3.997, 2.164], [6.270, 4.318, 3.961], [5.626, 1.855, 2.782], [6.088, 2.037, 4.561], [7.949, 0.624, 4.279], [8.651, 1.557, 2.842], [6.173, -0.121, 2.047], [7.639, -1.081, 2.754], [9.070, 0.632, 0.953], [8.436, -1.060, 0.504], [6.648, 1.592, 0.291], [7.820, 1.167, -1.099], [6.123, -0.223, -2.053], [6.346, -1.314, -0.513], [4.489, 0.193, 0.627], [3.850, -0.654, -0.969], [4.429, 1.412, -2.363], [5.034, 2.387, -0.920], [2.631, 3.201, -1.427], [2.081, 1.417, -1.567], [1.873, 1.089, 0.714], [3.408, 1.988, 1.164], [4.384, 3.777, 1.486], [4.237, 5.138, 0.172], [4.234, 5.535, 1.981], [1.548, 8.263, 2.369], [2.893, 7.237, 3.072], [4.289, 7.399, 1.015], [3.276, 7.205, -0.796], [-0.484, 8.195, 1.959], [-1.968, 7.129, 1.921], [-2.160, 7.521, 4.216], [-0.888, 6.147, 4.349], [-0.157, 1.278, 0.682], [-4.397, 3.190, 4.244], [-4.262, 0.618, 5.307], [0.215, -0.535, 1.559], [-0.136, -1.331, 3.191], [0.098, -3.585, 2.195], [-0.027, -2.171, -0.348], [-5.631, -3.768, 2.252], [-6.954, -4.135, 2.717], [-7.431, -5.384, 2.978], [-6.488, -6.541, 2.768], [-8.582, -5.538, 3.366], [-5.180, -3.099, 2.987], [-5.736, -3.243, 1.301], [-4.990, -4.637, 2.115], [-7.630, -3.400, 2.876], [-6.994, -7.475, 3.011], [-6.172, -6.578, 1.724], [-5.619, -6.437, 3.422], [-5.684, -5.121, -3.239], [-5.808, -6.002, -2.096], [-4.880, -6.263, -1.136], [-3.549, -5.565, -1.248], [-5.137, -7.039, -0.223], [-6.462, -4.359, -3.169], [-5.835, -5.711, -4.142], [-4.709, -4.638, -3.283], [-6.678, -6.499, -1.965], [-2.907, -5.865, -0.418], [-3.059, -5.844, -2.183], [-3.690, -4.483, -1.204], [-10.255, -8.303, -4.649], [-9.081, -7.454, -4.651], [-8.441, -6.914, -5.724], [-8.998, -7.219, -7.091], [-7.451, -6.210, -5.565], [-11.036, -7.808, -4.069], [-9.994, -9.249, -4.173], [-10.622, -8.496, -5.655], [-8.661, -7.214, -3.764], [-8.393, -6.727, -7.852], [-8.974, -8.296, -7.272], [-10.022, -6.847, -7.168], [-7.920, -2.518, -1.146], [-8.601, -2.209, -2.386], [-9.500, -1.214, -2.623], [-9.849, -0.306, -1.470], [-9.993, -1.077, -3.733], [-6.844, -2.447, -1.318], [-8.176, -3.540, -0.860], [-8.202, -1.839, -0.343], [-8.408, -2.783, -3.197], [-10.573, 0.439, -1.798], [-10.292, -0.887, -0.659], [-8.954, 0.212, -1.119], [10.049, -2.123, -4.960], [9.583, -0.971, -4.217], [8.576, -0.115, -4.544], [7.836, -0.373, -5.833], [8.297, 0.821, -3.808], [9.943, -3.006, -4.328], [11.103, -1.974, -5.200], [9.488, -2.271, -5.881], [10.040, -0.745, -3.343], [7.063, 0.382, -5.969], [8.527, -0.318, -6.677], [7.360, -1.356, -5.799]]}


2.
{"formula": "C24H52Cl8CuN3O10P", "method": "ωB97M-V/def2-TZVPD", "total_energy_ev": -204782.6615, "total_charge": -1, "lumo_ev": 0.2, "homo_lumo_gap_ev": 3.2, "homo_energy_ev": -2.908, "elements": ["Cu", "C", "O", "O", "O", "C", "O", "N", "C", "C", "H", "H", "H", "H", "H", "H", "H", "C", "O", "N", "C", "C", "H", "H", "H", "H", "H", "H", "H", "C", "O", "N", "C", "C", "H", "H", "H", "H", "H", "H", "H", "Cl", "C", "C", "Cl", "H", "H", "H", "H", "Cl", "C", "C", "Cl", "H", "H", "H", "H", "Cl", "C", "C", "Cl", "H", "H", "H", "H", "Cl", "C", "C", "Cl", "H", "H", "H", "H", "C", "C", "O", "P", "O", "O", "C", "C", "O", "C", "C", "H", "H", "H", "H", "H", "H", "H", "H", "H", "H", "H", "H", "H", "H", "H"], "xyz": [[0.212, 4.314, 1.684], [-2.323, 0.611, 0.991], [-3.039, -0.255, 0.536], [-1.101, 0.698, 0.722], [-2.787, 1.506, 1.719], [-1.843, 0.912, -5.737], [-0.755, 1.114, -6.256], [-3.036, 0.979, -6.336], [-4.167, 0.501, -5.619], [-3.175, 1.346, -7.797], [-2.057, 0.800, -4.663], [-4.748, -0.077, -6.337], [-4.736, 1.375, -5.304], [-3.830, -0.153, -4.814], [-3.607, 0.502, -8.334], [-3.809, 2.224, -7.918], [-2.207, 1.599, -8.231], [-4.279, -6.195, -2.462], [-4.613, -6.146, -3.657], [-3.828, -7.305, -1.833], [-3.879, -7.228, -0.326], [-3.612, -8.567, -2.576], [-4.330, -5.317, -1.800], [-3.779, -6.173, -0.068], [-2.963, -7.785, -0.132], [-4.720, -7.780, 0.093], [-2.591, -8.865, -2.337], [-4.293, -9.349, -2.239], [-3.688, -8.577, -3.663], [1.442, -5.292, -1.452], [1.929, -5.968, -0.564], [1.579, -5.534, -2.801], [1.109, -4.560, -3.723], [2.479, -6.567, -3.297], [1.003, -4.321, -1.174], [0.345, -3.987, -3.196], [0.636, -5.103, -4.541], [1.889, -3.872, -4.049], [2.762, -7.250, -2.496], [1.949, -7.217, -3.993], [3.444, -6.244, -3.688], [-6.667, 8.332, 3.758], [-5.912, 6.718, 4.014], [-6.703, 5.714, 4.923], [-6.689, 6.431, 6.536], [-4.956, 6.864, 4.515], [-5.739, 6.328, 3.011], [-6.235, 4.729, 4.925], [-7.741, 5.579, 4.621], [-1.302, -3.650, 6.634], [-2.876, -2.827, 6.226], [-2.747, -1.405, 6.738], [-2.308, -1.338, 8.492], [-3.677, -3.429, 6.654], [-2.973, -2.898, 5.142], [-3.616, -0.768, 6.571], [-1.957, -0.900, 6.182], [3.199, -0.040, 6.562], [3.781, -0.502, 4.904], [4.440, -1.870, 4.934], [5.909, -1.909, 5.905], [4.397, 0.297, 4.492], [2.880, -0.552, 4.291], [4.603, -2.140, 3.891], [3.783, -2.649, 5.321], [-9.311, 2.081, -1.441], [-8.235, 1.591, -0.042], [-8.482, 0.188, 0.247], [-10.188, -0.113, 0.791], [-8.404, 2.284, 0.782], [-7.222, 1.743, -0.414], [-7.845, -0.203, 1.041], [-8.339, -0.537, -0.554], [10.115, 3.205, 1.409], [9.012, 3.841, 0.498], [7.708, 3.787, 1.021], [6.429, 4.174, 0.021], [5.103, 4.074, 0.688], [6.675, 3.231, -1.268], [5.705, 2.142, -1.515], [5.952, 0.987, -0.489], [6.797, 5.644, -0.460], [5.808, 6.612, -0.839], [5.475, 7.605, 0.352], [11.058, 3.301, 0.872], [10.113, 3.855, 2.284], [9.904, 2.150, 1.587], [9.302, 4.874, 0.310], [8.944, 3.348, -0.472], [4.694, 2.549, -1.495], [5.907, 1.716, -2.498], [6.803, 1.237, 0.143], [5.046, 0.907, 0.112], [6.148, 0.012, -0.936], [6.276, 7.164, -1.654], [4.972, 6.201, -1.404], [6.412, 8.106, 0.596], [4.738, 8.323, -0.007], [5.055, 7.008, 1.161]]}